Record 1
{
  "formula": "C15H29Br3FO10S2Tl",
  "method": "ωB97M-V with the def2-TZVPD basis set",
  "lumo_energy_ev": [-13.63, -14.29],
  "homo_energy_ev": [-18.155, -18.109],
  "charge": 3,
  "gap_ha": [0.1661, 0.1403],
  "multiplicity": 2,
  "elements": ["Tl", "F", "O", "C", "O", "C", "C", "C", "H", "H", "H", "H", "H", "H", "O", "C", "O", "C", "C", "C", "H", "H", "H", "H", "H", "H", "O", "S", "O", "O", "C", "C", "C", "H", "H", "H", "H", "H", "H", "H", "H", "O", "S", "O", "O", "C", "C", "C", "H", "H", "H", "H", "H", "H", "H", "H", "C", "Br", "Br", "Br", "H"],
  "xyz": [[-3.5173, 2.0742, -0.2249], [-0.9932, 0.7210, -0.3350], [2.9211, 4.2785, 3.8383], [2.5124, 3.6258, 2.8637], [1.9382, 2.4518, 3.0118], [1.4752, 1.9987, 1.7316], [2.1520, 2.8149, 0.6359], [2.6667, 4.0372, 1.3896], [0.4054, 2.2035, 1.6904], [1.6464, 0.9298, 1.6040], [1.4347, 3.0973, -0.1347], [3.0118, 2.2921, 0.2170], [2.0143, 4.8952, 1.2275], [3.6282, 4.3434, 0.9775], [-2.0930, 1.3039, 2.3802], [-1.3503, 1.0649, 3.2796], [-0.7417, -0.1507, 3.4404], [0.0090, -0.1779, 4.6138], [-0.7223, 0.7712, 5.4603], [-1.0290, 1.8631, 4.4828], [0.9745, 0.2112, 4.2906], [0.0722, -1.2155, 4.9415], [-0.0799, 1.2232, 6.2160], [-1.6490, 0.3992, 5.8975], [-0.2404, 2.5258, 4.1264], [-1.9254, 2.4111, 4.7731], [-3.9994, -4.6142, 0.3829], [-2.5778, -4.1908, 0.2366], [-1.4775, -4.8240, 0.9865], [-2.2345, -4.2111, -1.3953], [-0.9264, -4.3324, -1.9223], [-1.2273, -4.8174, -3.3141], [-2.4101, -2.3282, 0.4521], [-0.2510, -5.0164, -1.4083], [-0.4754, -3.3465, -2.0353], [-0.4067, -4.8972, -4.0272], [-2.0395, -4.3062, -3.8308], [-1.7219, -5.7871, -3.2584], [-3.1744, -1.8477, -0.1586], [-1.4589, -1.9361, 0.0921], [-2.5491, -2.1013, 1.5091], [-2.2580, 1.2724, -2.9455], [-1.4659, 0.8380, -4.0623], [-2.0062, 0.9822, -5.4013], [-0.0098, 1.6299, -4.1098], [0.6856, 1.8575, -2.8985], [2.1720, 1.8858, -3.0511], [-0.7972, -0.8451, -3.7568], [0.4728, 1.0030, -2.2562], [0.2790, 2.7684, -2.4592], [2.6578, 1.5600, -2.1313], [2.6517, 2.8102, -3.3728], [2.4032, 1.2020, -3.8679], [-1.5507, -1.5587, -4.0901], [-0.5844, -1.1078, -2.7206], [-0.0313, -1.0497, -4.5049], [2.2945, -0.7842, -0.6431], [1.5731, -1.8759, 0.8325], [2.0611, -1.8039, -2.2962], [4.2141, -0.3132, -0.3015], [1.6477, 0.0928, -0.6672]],
  "atomic_forces_ev_per_a": [[-0.13, 0.07, -0.11], [0.05, 0.02, 0.07], [-0.18, -0.06, -0.44], [0.48, -1.41, -0.44], [1.06, 1.80, 0.43], [-1.12, -0.58, -1.91], [0.36, -0.41, 0.75], [-0.52, 0.87, -0.43], [-0.05, -0.20, 0.29], [0.09, 0.04, 0.61], [0.19, -0.02, -0.02], [-0.21, -0.09, -0.12], [-0.11, 0.24, 0.31], [0.34, 0.08, 0.97], [-0.55, 0.32, -2.15], [0.49, -2.17, 1.66], [-1.89, 0.34, -3.29], [1.01, -0.81, 0.16], [1.12, 1.69, 1.99], [-1.58, 0.60, -0.67], [0.52, -0.21, 0.72], [0.10, 0.20, 0.11], [-0.18, -0.50, 0.51], [0.20, -0.19, 0.01], [0.28, 0.20, 0.80], [0.29, 0.44, -0.15], [4.60, 1.47, -0.85], [-2.09, -1.83, 4.12], [-2.18, 1.47, -2.09], [1.17, 0.90, -0.22], [-1.18, -1.79, -0.59], [-0.88, -0.73, -1.73], [-0.28, 0.08, -0.92], [-0.13, 0.26, 0.81], [0.29, 0.91, 0.18], [0.39, 0.30, 0.48], [0.09, 0.73, 0.03], [0.39, -0.45, 0.44], [-0.31, -0.39, 0.13], [0.30, -0.63, 0.19], [-0.03, -0.51, 0.06], [0.10, 0.03, 1.00], [1.51, 0.13, -2.85], [1.09, -0.61, 2.52], [-1.53, -0.51, -0.62], [-0.59, 0.30, 0.79], [0.70, -0.11, -1.08], [-1.39, -0.22, -1.01], [-0.28, -0.15, 0.54], [-0.03, 0.02, 0.23], [0.05, -0.08, -0.09], [-0.49, 0.31, 0.17], [0.30, -0.36, 0.24], [-0.65, 0.27, 0.08], [0.30, 0.69, -0.21], [0.50, 0.51, 0.46], [0.60, -0.82, 0.51], [0.28, 0.44, -0.34], [0.47, 0.43, 0.54], [-1.63, -0.29, -0.35], [0.46, -0.04, -0.23]],
  "mulliken_charge": [0.970, -0.022, -0.116, 0.621, -0.232, 0.430, 0.321, -0.731, 0.010, -0.230, -0.057, 0.051, 0.390, 0.423, -0.514, 0.321, -0.269, -0.137, -0.580, -0.001, 0.095, 0.339, 0.336, 0.296, -0.098, 0.396, -0.487, 1.149, -0.485, -0.104, 0.556, -1.389, -0.701, 0.389, -0.121, 0.443, 0.365, 0.398, 0.427, 0.008, 0.447, -0.507, 1.040, -0.552, -0.370, 1.069, -1.144, -0.607, -0.781, 0.263, 0.173, 0.339, 0.362, 0.493, -0.205, 0.454, 0.613, -0.015, 0.026, 0.059, -0.616]
}

=====

Record 2
{
  "formula": "C71H51BrIIrN3O3PS2",
  "method": "ωB97M-V with the def2-TZVPD basis set",
  "lumo_energy_ev": [-7.61, -10.40],
  "homo_energy_ev": [-13.081, -14.157],
  "charge": 3,
  "gap_ha": [0.2010, 0.1380],
  "e_above_lowest_ev": 0.266,
  "multiplicity": 6,
  "elements": ["Ir", "C", "C", "C", "C", "C", "C", "C", "S", "O", "C", "C", "C", "C", "C", "C", "C", "C", "C", "C", "C", "C", "C", "C", "C", "C", "C", "C", "C", "C", "S", "O", "C", "C", "C", "C", "C", "C", "C", "H", "H", "H", "H", "H", "H", "H", "H", "H", "H", "H", "H", "H", "H", "H", "H", "H", "H", "H", "H", "H", "H", "H", "H", "H", "H", "Br", "C", "C", "C", "C", "C", "C", "N", "N", "C", "C", "C", "C", "O", "C", "N", "C", "C", "C", "C", "H", "H", "H", "H", "H", "H", "H", "H", "H", "I", "C", "C", "C", "C", "C", "C", "C", "C", "C", "P", "C", "C", "C", "C", "C", "C", "C", "C", "C", "C", "C", "C", "C", "H", "H", "H", "H", "H", "H", "H", "H", "H", "H", "H", "H", "H", "H", "H", "H"],
  "xyz": [[0.1137, 0.5953, -1.0312], [8.6780, 2.6373, -0.2901], [7.2258, 2.2968, -0.0954], [6.7123, 1.0850, -0.5715], [5.3752, 0.7665, -0.4313], [4.5403, 1.6711, 0.2167], [5.0143, 2.8894, 0.6866], [6.3590, 3.1887, 0.5335], [2.8196, 1.3636, 0.4322], [2.3714, 0.6370, -0.8585], [2.6942, 0.1842, 1.7690], [2.2762, 0.8248, 2.9644], [2.1231, 0.1080, 4.1084], [2.2959, -1.2977, 4.0967], [2.1077, -2.0684, 5.2697], [2.2273, -3.4255, 5.2334], [2.5175, -4.0794, 4.0133], [2.7265, -3.3630, 2.8731], [2.6530, -1.9464, 2.8863], [2.9240, -1.1719, 1.7121], [3.5809, -1.8631, 0.5550], [4.9359, -2.2834, 0.7218], [5.6854, -1.9749, 1.8876], [6.9454, -2.4661, 2.0499], [7.5418, -3.2733, 1.0532], [6.8806, -3.5162, -0.1137], [5.5708, -3.0161, -0.3140], [4.8833, -3.2350, -1.5322], [3.5997, -2.8146, -1.7002], [2.9452, -2.1668, -0.6272], [1.1741, -1.8485, -0.6800], [0.5090, -2.7429, 0.2850], [0.7694, -2.3564, -2.3298], [1.0535, -1.4881, -3.3813], [0.7169, -1.8598, -4.6778], [0.1188, -3.0958, -4.9313], [-0.2251, -3.5190, -6.3340], [-0.1369, -3.9506, -3.8510], [0.1753, -3.5871, -2.5514], [9.3034, 1.7475, -0.2190], [9.0204, 3.3693, 0.4398], [8.8328, 3.0634, -1.2847], [7.3767, 0.3811, -1.0629], [4.9835, -0.1610, -0.8320], [4.3465, 3.5894, 1.1799], [6.7389, 4.1333, 0.9056], [2.0999, 1.8966, 2.9558], [1.8486, 0.6006, 5.0350], [1.8673, -1.5587, 6.1962], [2.0880, -4.0076, 6.1364], [2.5765, -5.1612, 3.9864], [2.9334, -3.8803, 1.9437], [5.2581, -1.3415, 2.6550], [7.4984, -2.2367, 2.9530], [8.5294, -3.6885, 1.2142], [7.3400, -4.0997, -0.9029], [5.3862, -3.7564, -2.3390], [3.0940, -3.0152, -2.6331], [1.6025, -0.5665, -3.1930], [0.9447, -1.1962, -5.5068], [0.4221, -4.3392, -6.6528], [-0.1051, -2.7010, -7.0425], [-1.2511, -3.8861, -6.3936], [-0.5806, -4.9227, -4.0419], [-0.0347, -4.2415, -1.7094], [-11.6779, -2.3555, 4.5003], [-9.8546, -2.2457, 4.1326], [-8.9320, -2.5357, 5.1407], [-7.5897, -2.4395, 4.8764], [-7.1512, -2.0871, 3.5826], [-8.0949, -1.8157, 2.5673], [-9.4346, -1.8835, 2.8465], [-5.8154, -1.9396, 3.3722], [-5.1786, -2.0218, 2.2911], [-4.0347, -1.4104, 2.0606], [-3.5353, -0.3191, 2.9492], [-2.0790, 0.1556, 2.7432], [-1.4272, -0.2536, 1.4643], [-0.2968, 0.1365, 1.2055], [-2.2009, -1.0096, 0.4642], [-1.6771, -1.0433, -0.7751], [-2.2657, -1.7801, -1.6995], [-3.3931, -2.5662, -1.4270], [-3.9611, -2.5046, -0.1862], [-3.3914, -1.6586, 0.7899], [-9.2801, -2.8405, 6.1184], [-6.8545, -2.6551, 5.6434], [-7.7461, -1.5501, 1.5746], [-10.1695, -1.6629, 2.0835], [-3.7439, -0.5724, 3.9869], [-1.3976, -0.0080, 3.5763], [-1.8341, -1.7783, -2.6918], [-3.8093, -3.1944, -2.2043], [-4.8571, -3.0619, 0.0572], [1.0336, 2.3912, -3.2686], [0.9535, 4.2945, -2.3869], [2.0756, 5.0303, -2.6386], [2.1284, 6.3872, -2.2760], [1.0298, 6.9610, -1.7175], [-0.1336, 6.2026, -1.4342], [-1.2486, 6.8662, -0.8750], [-2.3839, 6.1856, -0.5659], [-2.4156, 4.7933, -0.7427], [-1.3671, 4.0857, -1.2972], [-1.6582, 2.2650, -1.3473], [-2.6469, 1.9482, -2.8336], [-2.3553, 0.8342, -3.6197], [-3.1407, 0.5178, -4.7175], [-4.2253, 1.3210, -5.0420], [-4.4997, 2.4554, -4.2889], [-3.7132, 2.7745, -3.1906], [-2.7166, 2.0241, 0.1254], [-2.0873, 2.2171, 1.2851], [-2.5958, 1.6467, 2.5722], [-4.0656, 1.1316, 2.5648], [-4.7501, 1.2100, 1.2233], [-4.1167, 1.5426, 0.0980], [-0.1937, 4.8019, -1.7191], [2.9225, 4.5820, -3.1459], [3.0195, 6.9655, -2.4855], [1.0207, 8.0205, -1.4861], [-1.1796, 7.9349, -0.7042], [-3.2465, 6.6947, -0.1529], [-3.3024, 4.2725, -0.4092], [-1.4850, 0.2329, -3.3836], [-2.9027, -0.3460, -5.3278], [-4.8498, 1.0721, -5.8913], [-5.3205, 3.1060, -4.5654], [-3.9270, 3.6773, -2.6306], [-1.0838, 2.6366, 1.3025], [-2.3410, 2.2692, 3.4259], [-4.7057, 1.5634, 3.3317], [-5.8046, 0.9459, 1.1944], [-4.6362, 1.5268, -0.8558]],
  "atomic_forces_ev_per_a": [[0.37, -0.11, 0.41], [-0.08, -0.03, -0.02], [0.10, 0.00, 0.00], [0.01, -0.04, -0.03], [0.02, -0.05, -0.07], [-0.05, -0.02, -0.20], [-0.03, 0.03, 0.09], [-0.01, 0.04, 0.04], [0.26, -0.01, 0.52], [-0.45, -0.01, -0.33], [-0.04, 0.18, 0.11], [0.01, 0.13, -0.19], [0.04, -0.10, 0.07], [0.00, 0.00, -0.05], [-0.04, 0.07, 0.04], [-0.01, -0.09, -0.01], [-0.01, -0.09, 0.11], [0.08, 0.03, -0.10], [-0.12, -0.01, -0.08], [0.00, -0.05, -0.02], [-0.03, 0.11, 0.13], [0.05, 0.06, -0.01], [-0.09, 0.03, 0.06], [0.14, -0.04, 0.04], [0.05, 0.01, 0.04], [-0.02, 0.01, -0.10], [-0.03, 0.00, -0.01], [0.08, -0.01, 0.06], [-0.17, 0.03, -0.08], [-0.13, 0.21, 0.18], [0.03, -1.39, 0.08], [0.10, 0.51, -0.32], [0.12, 0.31, 0.00], [0.01, 0.14, -0.05], [-0.01, 0.05, 0.01], [-0.05, 0.03, -0.10], [0.03, 0.00, 0.09], [0.00, -0.03, 0.02], [-0.11, -0.25, 0.14], [-0.02, 0.03, 0.02], [-0.02, -0.03, -0.01], [-0.02, -0.01, 0.03], [-0.05, 0.06, 0.02], [0.03, 0.11, 0.00], [0.06, -0.04, -0.07], [-0.01, -0.06, -0.02], [0.02, -0.09, 0.01], [0.02, -0.03, -0.05], [0.01, -0.02, -0.05], [0.01, 0.02, -0.06], [-0.01, 0.07, 0.02], [0.04, 0.04, 0.05], [-0.03, -0.09, -0.01], [-0.02, -0.02, -0.06], [-0.04, 0.07, -0.01], [-0.01, 0.01, 0.04], [-0.02, -0.01, 0.07], [-0.03, 0.01, 0.05], [0.00, -0.09, -0.04], [-0.02, -0.06, 0.09], [0.00, 0.03, 0.03], [0.00, -0.02, 0.03], [0.03, 0.03, 0.02], [0.02, 0.07, 0.03], [0.02, 0.05, -0.12], [-0.12, 0.00, 0.02], [0.15, -0.01, -0.08], [-0.18, -0.03, -0.01], [0.35, 0.03, -0.10], [-0.01, 0.18, -0.88], [0.13, -0.03, 0.03], [-0.20, -0.02, 0.03], [0.82, 0.05, 1.93], [-0.23, -0.23, -1.43], [-0.43, -0.08, 0.43], [-0.31, 0.30, -0.37], [-0.12, 0.04, 0.13], [-1.31, -0.56, -0.08], [1.20, 0.47, -0.49], [0.13, 0.19, 0.49], [0.19, 0.16, -0.59], [0.18, 0.12, -0.13], [0.01, -0.02, 0.09], [-0.06, 0.00, -0.01], [-0.17, -0.11, 0.41], [0.00, 0.05, -0.03], [-0.04, 0.05, -0.09], [-0.03, -0.01, 0.09], [0.00, -0.04, 0.05], [-0.09, 0.03, 0.03], [0.08, 0.02, -0.01], [-0.03, 0.05, 0.05], [0.03, 0.05, 0.01], [0.05, 0.05, 0.01], [-0.07, 0.01, -0.24], [-0.04, -0.23, 0.11], [0.20, 0.07, -0.04], [0.08, 0.04, -0.07], [-0.06, 0.06, 0.01], [0.03, -0.08, -0.05], [0.00, 0.10, 0.01], [-0.10, -0.03, 0.04], [0.01, -0.02, -0.01], [0.37, -0.06, -0.01], [-0.84, 0.22, 0.02], [0.09, -0.17, -0.02], [-0.04, 0.13, 0.02], [0.05, -0.04, 0.01], [-0.02, 0.00, -0.01], [0.02, 0.07, 0.04], [-0.01, 0.03, 0.00], [-0.16, -0.04, -0.13], [0.07, 0.07, 0.22], [-0.07, -0.04, -0.20], [0.18, -0.18, -0.01], [0.11, -0.15, 0.14], [0.09, 0.04, -0.16], [-0.04, 0.04, 0.04], [-0.07, 0.05, 0.04], [-0.05, -0.04, 0.01], [-0.01, -0.08, 0.01], [0.00, -0.07, 0.00], [0.06, -0.05, -0.03], [0.01, 0.00, 0.02], [0.00, -0.07, -0.05], [-0.01, 0.04, 0.04], [0.05, 0.03, 0.02], [0.02, -0.05, 0.03], [-0.02, -0.06, 0.00], [-0.01, 0.00, 0.03], [0.00, -0.03, 0.05], [0.03, 0.02, 0.04], [0.12, 0.01, -0.02], [0.02, 0.04, 0.11]],
  "mulliken_charge": [2.981, -1.531, 0.795, -0.964, -0.300, 0.503, -0.693, -0.892, -0.300, -0.193, 2.110, -0.974, -1.229, 1.014, -1.094, -0.707, -0.912, -0.945, 0.846, -1.202, -0.565, 1.189, -0.936, -0.961, -0.751, -1.149, 0.927, -1.410, -1.105, 0.855, 2.539, -0.733, -0.491, 0.019, -1.180, 1.036, -1.738, -0.888, -0.784, 0.391, 0.402, 0.307, 0.470, 0.793, 0.529, 0.429, 0.530, 0.474, 0.495, 0.439, 0.457, 0.503, 0.493, 0.501, 0.463, 0.516, 0.482, 0.601, 0.699, 0.461, 0.378, 0.399, 0.417, 0.529, 0.647, -0.094, 0.132, -0.538, -0.437, 0.319, 0.032, -0.683, -0.956, 0.227, -0.766, -0.062, -0.285, -0.525, -0.054, -0.433, 0.511, -0.366, -1.766, -0.704, 1.278, 0.430, 0.436, 0.379, 0.422, 0.792, 0.896, 0.596, 0.587, 0.628, 0.314, 0.362, -0.736, -1.022, -0.875, 0.740, -0.841, -1.489, -0.504, 1.556, 0.649, 0.837, -0.046, -0.642, -0.891, -0.808, -0.461, 0.571, -1.183, -0.567, -0.107, -1.188, -0.906, -0.445, 0.491, 0.455, 0.432, 0.452, 0.464, 0.634, 0.107, 0.580, 0.434, 0.476, 0.440, 0.530, 0.576, 0.662, 0.445, 0.518]
}

=====

Record 3
{
  "formula": "C6H9NO",
  "method": "ωB97M-V with the def2-TZVPD basis set",
  "lumo_energy_ev": 0.88,
  "homo_energy_ev": -9.265,
  "charge": 0,
  "gap_ha": 0.3729,
  "e_above_lowest_ev": 5.982,
  "elements": ["C", "C", "C", "C", "C", "C", "H", "H", "H", "H", "H", "H", "H", "H", "H", "N", "O"],
  "xyz": [[-1.2001, 0.7418, -0.1517], [-0.5396, -0.4005, -0.8788], [-0.7274, -0.1427, 0.9485], [0.9027, -0.0842, 0.9822], [1.4792, 0.7115, -0.1514], [1.0035, -0.5292, -0.8091], [-0.7630, 1.6494, -0.1531], [-2.2891, 1.0534, -0.5693], [-1.0078, -0.7916, -1.8737], [-2.2118, -1.2117, 0.2201], [-1.1882, -0.1613, 1.9511], [1.3475, 0.1319, 1.9569], [2.4812, 0.8613, -0.1328], [0.9319, 1.7411, -0.0210], [1.4423, -0.8890, -1.7625], [-1.0891, -1.3954, 0.2037], [1.4278, -1.2848, 0.2408]],
  "atomic_forces_ev_per_a": [[-2.28, -0.06, -1.62], [-3.01, -3.98, -4.16], [-0.32, -1.05, 3.58], [0.66, -0.76, 1.75], [-4.08, 3.69, 1.47], [-0.24, 0.60, -4.70], [1.57, 3.01, -0.34], [1.91, -1.76, 1.73], [1.23, 1.28, 1.17], [3.20, -0.96, -0.62], [0.53, 0.50, -0.04], [-0.34, -0.66, 0.15], [3.00, 0.09, 0.25], [1.34, -1.59, -1.64], [-0.37, 0.29, 0.32], [-1.92, 2.04, -0.18], [-0.89, -0.67, 2.87]],
  "mulliken_charge": [-0.741, 0.054, -0.085, -0.296, -0.805, -0.072, 0.261, 0.192, 0.367, 0.296, 0.478, 0.497, 0.402, 0.092, 0.560, -0.711, -0.490]
}

=====

no.,energy (hartree)
1,-10130.7069
2,-7238.8896
3,-363.8044